This record from OMol25 describes a single C3H5ClOS molecule in a non-equilibrium geometry. The level of theory is ωB97M-V/def2-TZVPD.

* highest occupied orbital energy: -8.83 eV
* ΔE to the lowest compared entry with this formula, charge and spin: 13.9 kcal per mole
* lowest unoccupied orbital energy: 0.25 eV
* charge: 0
* orbital gap: 9.08 eV
* E: -28596.5390 eV
* SMILES: OC(=S)CCCl
* maximum force: 2.839 eV Å⁻¹
* molecular weight: 124.59 g/mol

Positions of all 11 atoms, in Å:
O -1.464 1.113 -0.948
C -0.201 0.733 -0.985
S 0.506 0.760 -2.426
C 0.416 0.309 0.336
C -0.484 -0.623 1.124
Cl 0.427 -1.433 2.378
H -1.928 1.128 -0.092
H 1.450 -0.098 0.269
H 0.500 1.294 0.819
H -0.886 -1.498 0.494
H -1.183 -0.042 1.625

Mulliken population analysis, charges in e, atoms 1 to 5: O -0.45; C 0.35; S -0.31; C -0.58; C -0.43